8 unconnected molecules or ions with the total composition C5H27N2O8 at a distorted geometry, computed with the ωB97M-V functional and the def2-TZVPD basis.

Element x y z (Å)
C1 -0.533 -0.196 -1.962
H1 -2.240 -0.785 -2.988
O1 -1.652 0.280 3.248
O2 1.640 -0.768 3.094
H2 3.632 0.950 1.415
O3 2.333 -1.032 -3.702
O4 -0.632 -4.087 -0.032
H3 -1.632 -2.055 -1.811
N1 -2.959 1.036 -0.568
H4 1.647 1.275 -1.604
C2 -2.873 -0.435 -0.858
H5 -0.790 0.322 2.789
H6 -0.057 -3.314 -0.233
H7 1.509 1.267 1.194
H8 -1.850 1.139 3.587
H9 2.485 -0.271 3.012
H10 -0.952 0.795 -2.097
H11 -0.360 0.051 0.375
C3 -1.895 -0.976 -1.973
H12 -1.438 -3.681 0.359
H13 -1.483 3.342 1.556
H14 -0.399 2.298 1.235
H15 -2.464 1.292 -1.423
H16 3.231 -0.392 0.993
H17 -2.752 -1.047 0.080
N2 0.926 -1.325 -0.443
H18 -2.409 1.428 0.182
H19 0.097 -0.795 -2.615
C4 0.171 -0.059 -0.649
O5 4.030 0.074 1.217
H20 0.927 -0.166 2.646
H21 1.982 -0.289 -4.221
O6 2.075 1.066 0.283
O7 0.467 1.333 2.252
H22 1.778 -0.773 -2.967
O8 -0.851 3.097 0.850
H23 0.547 2.169 -0.764
H24 -3.868 -0.866 -0.937
C5 1.071 1.210 -0.711
H25 0.449 1.790 3.091
H26 1.598 -1.208 0.303
H27 1.491 -1.694 -1.204

Calculated values
Gap between HOMO and LUMO ... 9.3697 eV
Net charge ... -1
Energy ... -24983.04087 eV
Strongest force on any atom ... 3.6 eV Å⁻¹
ΔE to the lowest compared entry with this formula, charge and spin ... 3.5723 eV